Record 1
87
Properties=species:S:1:pos:R:3 method="wB97M-V/def2-TZVPD" multiplicity=2 orbital_gap_ha="0.2991 / 0.3459" homo_energy_ev="-8.02 / -9.30"
C 6.00 -2.03 0.34
C 5.93 -1.26 -0.99
C 7.26 -1.53 -1.75
C 4.69 -1.75 -1.79
C 3.80 -0.59 -2.26
C 2.68 -1.09 -3.19
C 1.34 -1.21 -2.48
O 0.89 0.07 -2.04
C 0.05 0.05 -0.93
C 0.80 0.17 0.39
F 1.49 1.31 0.48
F -0.11 0.17 1.40
F 1.64 -0.85 0.62
C 4.71 0.45 -2.90
C 5.56 1.14 -1.81
C 4.77 2.34 -1.27
C 6.89 1.68 -2.38
N 5.80 0.19 -0.66
O 5.11 0.42 0.39
H 5.00 -2.18 0.76
H 6.59 -1.48 1.08
H 6.45 -3.01 0.17
H 7.11 -2.26 -2.55
H 7.70 -0.62 -2.16
H 8.00 -1.95 -1.07
H 5.04 -2.24 -2.71
H 4.12 -2.50 -1.23
H 3.33 -0.15 -1.38
H 2.91 -2.09 -3.56
H 2.56 -0.43 -4.06
H 0.57 -1.63 -3.15
H 1.42 -1.90 -1.63
H -0.55 -0.88 -0.88
H -0.63 0.91 -0.99
H 5.32 -0.02 -3.68
H 4.09 1.24 -3.34
H 4.72 3.08 -2.08
H 3.75 2.08 -1.00
H 5.29 2.81 -0.43
H 6.69 2.60 -2.93
H 7.34 0.99 -3.09
H 7.60 1.90 -1.57
C -2.82 -1.07 -3.53
Cl -3.25 0.43 -2.70
Cl -1.43 -0.82 -4.59
Cl -2.50 -2.35 -2.35
H -3.66 -1.38 -4.13
C -6.88 -2.56 -2.89
Cl -8.59 -2.87 -3.18
Cl -5.89 -3.90 -3.49
Cl -6.38 -1.04 -3.63
H -6.73 -2.48 -1.82
C -4.11 -5.79 -0.42
Cl -2.83 -4.63 -0.07
Cl -3.50 -7.44 -0.33
Cl -5.48 -5.55 0.66
H -4.45 -5.61 -1.43
C -1.12 -2.35 3.03
Cl -1.74 -3.75 2.15
Cl -2.45 -1.37 3.66
Cl -0.04 -2.85 4.32
H -0.56 -1.74 2.34
C -2.07 3.40 4.67
Cl -2.75 4.82 3.87
Cl -3.27 2.65 5.73
Cl -1.49 2.22 3.50
H -1.23 3.71 5.28
C 3.88 -2.72 5.10
Cl 5.36 -3.30 4.34
Cl 3.06 -4.02 5.96
Cl 4.22 -1.37 6.18
H 3.22 -2.36 4.32
C -4.41 7.96 1.42
Cl -5.57 9.25 1.12
Cl -2.76 8.50 1.10
Cl -4.56 7.34 3.06
H -4.63 7.14 0.74
C -6.53 1.62 3.23
Cl -5.09 0.68 3.62
Cl -6.22 2.68 1.85
Cl -7.91 0.57 2.93
H -6.76 2.25 4.08
C -10.83 3.58 1.81
Cl -11.71 4.93 1.09
Cl -10.37 2.41 0.58
Cl -9.42 4.15 2.70
H -11.49 3.09 2.51



Record 2
66
Properties=species:S:1:pos:R:3 method="wB97M-V/def2-TZVPD" de_lowest_kj_mol=376.98 multiplicity=2 orbital_gap_ha="0.1976 / 0.1866" charge=-1 homo_energy_ev="-3.41 / -3.11"
Cr 0.35 0.07 -0.12
C 0.54 -0.91 -1.93
N 0.00 0.36 -2.21
C 0.77 1.60 -2.45
C 0.69 2.65 -1.34
N 1.23 2.16 -0.07
C 2.68 2.31 -0.08
C 0.75 2.78 1.15
C 0.62 4.16 1.20
C 0.28 4.82 2.37
C 0.08 4.07 3.52
C 0.19 2.69 3.47
C 0.50 1.99 2.29
S 0.45 0.24 2.29
C -1.37 0.48 -2.64
C -1.68 0.21 -3.97
C -2.97 0.29 -4.45
C -3.98 0.66 -3.56
C -3.68 0.94 -2.24
C -2.36 0.88 -1.74
S -2.01 1.28 -0.08
H 1.06 -1.44 -2.73
H -0.14 -1.56 -1.41
H 2.25 -0.94 -0.81
H 0.32 2.09 -3.32
H 1.80 1.35 -2.72
H -0.35 2.94 -1.20
H 1.24 3.54 -1.70
H 2.93 3.38 -0.06
H 3.09 1.85 -0.98
H 3.10 1.80 0.78
H 0.81 4.73 0.29
H 0.18 5.90 2.38
H -0.18 4.55 4.45
H -0.02 2.10 4.36
H -0.86 -0.08 -4.63
H -3.20 0.07 -5.48
H -5.01 0.73 -3.90
H -4.47 1.24 -1.55
N -1.44 -1.65 0.19
C -1.20 -3.04 0.61
C -1.98 -4.02 -0.30
C -2.08 -5.50 0.11
C -2.64 -5.75 1.52
N -1.63 -5.41 2.50
C -1.85 -4.82 3.63
N -3.06 -4.78 4.23
N -0.81 -4.20 4.24
C 0.26 -3.47 0.75
O 0.42 -4.38 1.70
O 1.18 -3.04 0.09
H -2.02 -1.17 0.86
H -1.92 -1.61 -0.71
H -1.61 -3.10 1.61
H -1.55 -3.95 -1.30
H -3.01 -3.63 -0.37
H -1.11 -5.99 0.03
H -2.74 -6.00 -0.60
H -2.94 -6.80 1.61
H -3.54 -5.13 1.64
H -0.50 -5.13 2.02
H -3.83 -5.28 3.83
H -3.22 -4.26 5.07
H 0.02 -4.05 3.69
H -0.95 -3.66 5.07
O 2.32 -0.20 -0.20



Record 3
80
Properties=species:S:1:pos:R:3 method="wB97M-V/def2-TZVPD" orbital_gap_ha=0.3781 homo_energy_ev=-9.93
C 0.05 -0.44 -0.31
C 1.38 -0.43 0.53
C 2.52 -1.27 -0.17
C 3.82 -0.39 -0.10
C 2.64 -2.59 0.62
O 1.36 -3.24 0.39
S 1.57 -4.72 -0.34
O 0.48 -5.52 0.23
O 1.62 -4.50 -1.79
O 3.07 -4.96 0.29
C 3.69 -3.64 0.15
S 5.24 -3.83 1.16
H 0.12 -1.30 -0.99
H -0.77 -0.65 0.38
H -0.05 0.51 -0.84
H 1.19 -0.90 1.51
H 1.73 0.59 0.77
H 2.27 -1.40 -1.23
H 4.74 -0.95 -0.30
H 3.70 0.38 -0.88
H 3.91 0.14 0.86
H 2.67 -2.48 1.71
H 4.07 -3.58 -0.88
H 4.90 -4.73 2.15
C 4.29 -4.06 7.28
C 3.00 -4.09 6.49
O 2.59 -2.76 6.13
C 3.17 -2.25 5.05
O 3.98 -2.80 4.38
C 2.60 -0.86 4.77
F 2.51 -0.13 5.87
F 1.38 -0.95 4.24
F 3.35 -0.19 3.91
H 4.19 -3.41 8.15
H 4.55 -5.06 7.62
H 5.11 -3.67 6.68
H 2.19 -4.50 7.10
H 3.08 -4.71 5.60
C -1.72 -5.22 -2.23
C -1.53 -4.41 -3.50
O -2.56 -4.70 -4.46
C -3.70 -4.04 -4.30
O -3.92 -3.25 -3.44
C -4.68 -4.40 -5.41
F -4.71 -5.72 -5.64
F -4.34 -3.81 -6.56
F -5.92 -4.03 -5.12
H -1.79 -6.28 -2.46
H -0.89 -5.05 -1.55
H -2.65 -4.94 -1.73
H -0.59 -4.69 -3.97
H -1.48 -3.34 -3.29
C -4.46 2.44 -3.86
C -3.08 2.32 -4.48
O -2.19 3.31 -3.95
C -1.63 3.01 -2.78
O -1.81 2.00 -2.18
C -0.67 4.12 -2.36
F -1.20 5.33 -2.53
F 0.46 4.07 -3.06
F -0.33 4.01 -1.08
H -4.85 3.46 -3.98
H -5.15 1.75 -4.33
H -4.43 2.23 -2.79
H -3.14 2.52 -5.56
H -2.67 1.32 -4.36
C -0.71 7.11 -0.46
C -0.53 8.12 0.65
O -1.79 8.67 1.06
C -2.48 7.94 1.93
O -2.13 6.89 2.38
C -3.77 8.65 2.32
F -4.39 9.17 1.25
F -3.52 9.66 3.16
F -4.62 7.84 2.91
H -1.26 7.54 -1.29
H 0.25 6.76 -0.82
H -1.28 6.25 -0.11
H 0.06 8.96 0.29
H 0.00 7.70 1.50